ORCA calculation (ωB97M-V with the def2-TZVPD basis set) on a structure of composition C26H33BrCrN4SSb2.

Its HOMO-LUMO gap (spin up / spin down) is 7.78 / 7.75 eV. The HOMO energy (spin up / spin down) comes out at -0.4887 / -0.4896 hartree. Its molar mass is 809.065 u. For the largest force on an atom, the calculation gives 0.57 eV/A. As for the net charge: +2. The spin multiplicity is 5. The energy comes out at -5726.273415 Eh.

```
68
C26H33BrCrN4SSb2 ωB97M-V with the def2-TZVPD basis set
Cr -0.081 -0.001 -0.771
C -0.974 0.652 3.236
Sb -0.199 -0.746 1.854
C -1.587 -2.331 2.102
C 1.500 -1.437 2.930
C 2.542 -0.355 3.007
C 2.477 0.556 4.061
C 3.395 1.586 4.184
C 4.409 1.712 3.247
C 4.492 0.804 2.205
C 3.569 -0.231 2.061
C 3.728 -1.186 0.914
Sb 2.605 -0.587 -0.804
C 3.639 -1.589 -2.352
C 3.370 1.381 -1.045
H -1.049 0.179 4.214
H -1.967 0.969 2.916
H -0.322 1.520 3.301
H -1.420 -2.818 3.061
H -1.468 -3.050 1.294
H -2.598 -1.923 2.087
H 1.857 -2.359 2.475
H 1.124 -1.685 3.923
H 1.707 0.437 4.814
H 3.331 2.271 5.019
H 5.147 2.497 3.340
H 5.308 0.885 1.495
H 3.465 -2.211 1.167
H 4.763 -1.196 0.567
H 4.704 -1.489 -2.149
H 3.410 -1.122 -3.308
H 3.371 -2.643 -2.390
H 4.436 1.342 -1.269
H 3.224 1.929 -0.115
H 2.853 1.887 -1.858
C -4.198 -3.460 -0.679
N -4.170 -2.054 -0.278
C -5.105 -1.451 0.542
C -4.744 -0.168 0.686
N -3.574 0.017 -0.060
C -3.222 -1.174 -0.636
S -1.908 -1.550 -1.639
C -2.981 1.307 -0.184
C -3.827 2.406 -0.187
C -3.273 3.669 -0.068
C -1.900 3.798 0.049
C -1.134 2.655 -0.041
N -1.653 1.423 -0.182
H -5.197 -3.841 -0.492
H -3.467 -4.021 -0.100
H -3.969 -3.537 -1.738
H -5.936 -1.998 0.952
H -5.186 0.624 1.261
H -4.895 2.274 -0.274
H -3.914 4.541 -0.054
H -1.424 4.759 0.181
H -0.053 2.715 -0.001
Br 0.176 2.960 -2.989
C 0.199 1.265 -3.808
C 0.144 1.207 -5.192
C 0.223 -0.035 -5.793
C 0.362 -1.163 -4.995
C 0.398 -0.999 -3.630
N 0.310 0.201 -3.022
H 0.052 2.112 -5.773
H 0.182 -0.119 -6.871
H 0.435 -2.153 -5.423
H 0.487 -1.857 -2.975
```